# 1
Computed, not measured: a 13-piece molecular cluster, H24NO15 overall in a non-equilibrium geometry, with ωB97M-V/def2-TZVPD.

XYZ file:
```
40
Properties=species:S:1:pos:R:3:forces:R:3:lowdin_charge:R:1
N 0.56563 -0.08708 0.17925 -5.931 4.346 0.470 -0.4200
O 0.43963 0.33492 1.41825 1.722 -2.077 -0.649 -0.1026
O -0.36238 -0.78108 -0.27175 0.784 -2.637 0.872 -0.0322
O 1.00763 0.71192 -0.63475 3.462 0.338 -0.698 -0.0055
O -2.66737 0.60192 -1.58075 -1.531 1.665 -0.642 -0.0354
H -1.97637 0.15592 -1.16275 1.636 -1.990 0.970 -0.0551
H -2.28538 1.49092 -1.53975 -0.277 0.335 -0.427 0.0045
O 1.06963 2.30192 3.32425 -0.172 0.275 0.499 -0.0591
H 1.00563 1.56892 2.69725 -0.145 -0.226 0.228 -0.0147
H 0.34663 2.20192 3.96425 0.297 -0.136 -0.491 0.0631
O -1.02037 -2.09308 -2.74575 0.302 -0.413 0.560 -0.1090
H -0.75837 -2.24708 -1.81575 -0.119 0.446 -1.026 -0.0047
H -0.59638 -1.22308 -2.97375 -0.602 -1.087 0.001 -0.0313
O -0.89138 2.97392 -1.47075 -2.927 0.020 -2.371 0.0053
H -0.10537 3.17992 -1.90075 1.986 0.704 -1.582 0.0138
H -0.58637 2.81392 -0.63175 0.741 -0.443 3.920 -0.0580
O -1.80138 2.01192 1.15925 0.359 1.484 0.310 -0.0097
H -1.12437 1.35792 1.26525 0.796 -0.799 0.309 -0.0188
H -2.56438 1.52492 0.91925 -1.281 -0.753 -0.508 0.0235
O 2.88062 -0.47408 2.59425 1.935 0.544 0.425 -0.0745
H 3.44162 0.34692 2.50825 -1.450 -1.303 -0.002 0.0777
H 1.97963 -0.29808 2.33425 -0.383 0.829 -0.278 -0.0373
O 1.07463 3.21792 0.65425 0.866 0.623 -2.526 -0.0388
H 1.33463 2.40092 0.19625 -0.031 0.143 0.358 0.0122
H 0.77263 2.95892 1.49125 -0.623 -0.386 2.055 -0.0411
O 1.78763 -2.56708 0.76225 0.850 0.345 0.564 -0.0207
H 1.58763 -2.18708 1.62525 0.360 0.025 0.113 0.0385
H 0.95563 -2.91808 0.50625 -1.221 -0.582 -0.562 0.0253
O 3.08063 -1.43208 -1.44275 0.555 0.949 -1.402 -0.0751
H 2.78563 -0.58708 -1.84775 0.072 -1.003 0.702 0.0296
H 2.53763 -1.61808 -0.68175 -0.383 -0.057 0.598 -0.0412
O -2.62437 -2.51808 -0.50875 -0.128 -0.576 0.485 -0.0589
H -2.84137 -2.75608 -1.40975 -0.042 0.286 -0.567 0.0454
H -1.84537 -3.05708 -0.32175 -0.178 0.014 0.007 0.0339
O -1.67737 -2.11508 1.95825 0.422 -0.319 0.932 -0.0593
H -1.50137 -1.68308 1.12625 0.194 0.640 -0.480 -0.0358
H -2.40438 -2.69808 1.76025 -0.474 -0.153 -0.050 0.0145
O 0.14163 0.07792 -3.26375 0.458 0.517 -0.238 -0.0273
H 0.46263 0.74292 -3.86675 0.005 0.206 -0.240 0.0683
H 0.37663 0.36392 -2.37275 0.095 0.204 0.362 0.0106
```
Positions in Å, forces in eV/Å.

* energy above the lowest of the compared OMol25 structures with the same formula, charge and spin: 36.5 kcal/mol
* highest occupied orbital energy: -7.42 eV
* frontier orbital gap: 9.4 eV
* max |F|: 0.143 Eh/bohr
* calculated total energy: -32591.1654 eV
* net charge: -1

=====

# 2
Computed, not measured: a 12-piece molecular cluster, H24O12 overall in a non-equilibrium geometry, with ωB97M-V/def2-TZVPD.

XYZ file:
```
36
Properties=species:S:1:pos:R:3:forces:R:3:lowdin_charge:R:1
O -0.09319 0.54057 -0.26061 0.447 -0.668 0.158 -0.0546
H -0.49230 -0.33666 -0.27352 0.036 -0.074 -0.074 0.0544
H 0.85192 0.36713 -0.18528 -0.134 0.017 0.076 0.0617
O -2.34833 -2.36196 -1.19457 -0.126 -0.377 0.524 -0.0592
H -2.55016 -1.43478 -1.02550 0.138 0.227 -0.416 -0.0018
H -1.67949 -2.58028 -0.53580 0.086 -0.107 -0.048 0.0061
O 1.21553 4.69538 0.96101 0.161 0.996 -0.320 -0.0569
H 1.52473 5.54347 0.62318 -0.077 0.137 0.062 0.0486
H 0.34597 4.58611 0.55988 0.127 0.292 0.076 0.0364
O -0.81472 1.60364 2.77877 -0.605 -0.081 0.422 -0.0661
H 0.01451 1.12560 2.66542 -0.159 0.279 -0.165 0.0255
H -0.73013 2.36264 2.19075 0.009 -0.418 0.568 0.0065
O -3.89921 1.81454 -2.58202 -0.565 0.569 0.020 -0.0756
H -3.91233 2.67748 -2.15290 -0.111 -0.057 -0.128 0.0319
H -3.81799 1.19072 -1.85179 0.263 -0.034 -0.219 0.0157
O -1.94226 0.28958 -1.85878 -0.231 -0.205 -0.350 -0.0793
H -1.30764 0.87351 -1.42834 0.118 0.025 0.001 0.0173
H -1.67091 0.28934 -2.78364 -0.321 -0.096 0.033 0.0776
O 2.42112 -2.57469 0.41672 -0.193 0.110 0.308 -0.0653
H 2.40943 -2.13259 1.27311 -0.217 -0.039 -0.037 0.0486
H 3.24590 -3.07339 0.42149 0.052 -0.205 0.048 0.0183
O -4.57226 -2.11946 1.72184 0.062 -0.023 -0.079 -0.0581
H -5.18274 -2.30390 0.99915 0.066 -0.012 0.054 0.0385
H -3.70611 -2.10506 1.29926 -0.122 0.015 -0.061 0.0053
O 3.88742 1.01856 -1.10311 -0.129 0.168 0.077 -0.0504
H 4.56072 1.44672 -1.64378 -0.048 -0.083 0.004 0.0417
H 3.73360 1.64113 -0.38357 0.186 -0.064 -0.011 0.0258
O -0.29160 -3.03043 1.70511 -0.321 0.011 -0.220 -0.0565
H -1.19795 -3.13496 2.01589 0.052 0.012 0.182 0.0363
H -0.10431 -3.85696 1.24602 0.202 0.060 0.005 0.0416
O 4.64341 -2.80293 -0.94367 0.207 -0.111 -0.436 -0.0651
H 4.83025 -3.10724 -1.83892 0.116 -0.065 0.145 0.0503
H 3.82662 -2.29907 -1.03293 -0.003 0.299 -0.050 0.0160
O 0.96562 2.31225 1.11866 0.827 -0.382 -0.069 -0.0942
H 1.62912 2.19297 0.42980 -0.108 0.400 0.098 0.0437
H 0.20777 2.68303 0.65263 0.316 -0.517 -0.180 0.0353
```
Positions in Å, forces in eV/Å.

* energy above the lowest of the compared OMol25 structures with the same formula, charge and spin: 84.1 kcal/mol
* SMILES string: O.O.O.O.O.O.O.O.O.O.O.O
* highest occupied orbital energy: -10.52 eV
* frontier orbital gap: 10.3 eV
* max |F|: 0.021 Eh/bohr
* calculated total energy: -24958.0487 eV
* net charge: 0

=====

# 3
Computed, not measured: a 12-piece molecular cluster, H24O12 overall in a non-equilibrium geometry, with ωB97M-V/def2-TZVPD.

XYZ file:
```
36
Properties=species:S:1:pos:R:3:forces:R:3:lowdin_charge:R:1
O -0.29389 -0.43256 0.87473 -0.429 0.344 -0.832 -0.0651
H -0.20396 0.33942 0.30470 -0.080 -0.079 0.266 0.0284
H -0.68522 -1.10225 0.30256 -0.104 -0.045 0.036 0.0526
O 4.23218 0.42774 -0.57487 -0.023 1.209 -0.250 -0.0608
H 3.97409 0.89940 -1.37482 -0.046 0.109 -0.129 0.0274
H 3.87673 0.96718 0.14043 0.242 0.057 -0.227 0.0096
O 4.16446 -1.83484 0.14200 0.027 -1.279 0.654 -0.0760
H 3.57942 -1.52544 0.84270 -0.104 -0.121 -0.122 0.0227
H 5.04598 -1.76817 0.52600 -0.085 -0.007 -0.162 0.0397
O 1.05652 4.82639 0.43018 -0.104 -0.106 -0.209 -0.0528
H 0.67228 4.04707 0.01305 0.026 0.130 0.145 0.0144
H 0.63386 5.56609 -0.02059 0.071 0.012 0.076 0.0385
O -3.63542 0.64687 -2.53878 0.070 0.221 0.001 -0.0418
H -3.10115 1.44206 -2.64467 -0.009 -0.054 -0.035 0.0565
H -4.33956 0.74914 -3.18895 -0.036 -0.138 0.056 0.0673
O 0.82988 -3.29468 -1.60905 -0.008 0.187 -0.087 -0.0592
H 0.99189 -2.49578 -1.09477 0.133 -0.165 0.132 0.0114
H 1.70137 -3.69646 -1.69896 -0.040 0.034 0.080 0.0406
O 1.89940 0.77125 1.54758 0.404 0.271 0.018 -0.0372
H 1.91774 1.20733 0.68823 0.066 -0.104 0.086 0.0172
H 2.82175 0.76535 1.82729 -0.115 0.063 0.221 0.0444
O -2.94695 0.45531 3.04282 -0.146 -0.195 0.409 -0.0753
H -2.95511 0.02404 2.18088 0.099 0.245 -0.037 -0.0040
H -3.85056 0.77119 3.15556 0.153 -0.020 -0.030 0.0299
O 1.92804 1.27281 -2.61284 -0.150 0.062 0.234 -0.0382
H 1.57245 0.37938 -2.54700 0.125 -0.107 -0.086 0.0466
H 1.39711 1.78295 -1.99086 0.085 0.046 -0.161 0.0236
O -3.07291 1.11804 0.41512 0.006 0.064 -0.495 -0.0425
H -2.29642 1.62535 0.15306 -0.099 -0.023 0.287 0.0411
H -3.41915 0.77328 -0.41569 -0.116 0.114 -0.082 -0.0022
O 0.35822 -2.51127 2.19515 -0.051 -0.494 0.226 -0.0666
H -0.41036 -2.91409 1.77562 0.114 -0.107 0.168 0.0322
H 0.06921 -1.61569 2.40348 0.149 0.010 -0.055 0.0137
O -4.25041 -1.87544 -0.96227 -0.122 0.121 0.079 -0.0519
H -3.93710 -1.00057 -1.21804 0.007 -0.160 -0.224 -0.0247
H -5.20822 -1.77763 -0.91725 0.088 -0.094 0.050 0.0406
```
Positions in Å, forces in eV/Å.

* energy above the lowest of the compared OMol25 structures with the same formula, charge and spin: 87.1 kcal/mol
* SMILES string: O.O.O.O.O.O.O.O.O.O.O.O
* highest occupied orbital energy: -10.24 eV
* frontier orbital gap: 9.2 eV
* max |F|: 0.028 Eh/bohr
* calculated total energy: -24957.9165 eV
* net charge: 0